Model a:
ORCA calculation (ωB97M-V/def2-TZVPD) on a 2-piece molecular cluster, C8H12N4 overall.

Its structure (SMILES) is Cc1c[nH]cn1.Cc1c[nH]cn1. The LUMO energy comes out at 0.703 eV. The value obtained for the gap between HOMO and LUMO is 8.962 eV.

Geometry as ORCA input:
```
! wB97M-V def2-TZVPD RIJCOSX def2/J DEFGRID3
* xyz 0 1
C -2.3602 3.2340 -1.3499
C -2.0783 1.7892 -1.1625
C -1.4275 0.9209 -1.9770
N -1.3652 -0.2854 -1.3131
C -1.8976 -0.0495 -0.0764
N -2.3460 1.1584 0.0444
H -1.8292 3.8328 -0.6130
H -3.4179 3.4846 -1.2299
H -2.1228 3.5414 -2.3687
H -1.0136 1.0640 -2.9617
H -0.6165 -0.9381 -1.4999
H -1.9310 -0.8676 0.6235
C 1.8570 0.5099 1.3022
C 1.8672 -0.9675 1.1126
C 2.3019 -1.9558 1.9457
N 2.0333 -3.1418 1.2956
C 1.3893 -2.8147 0.1449
N 1.3025 -1.5249 -0.0047
H 2.2177 0.7338 2.3086
H 0.8805 0.9284 1.0899
H 2.5946 0.9611 0.6260
H 2.9226 -1.9568 2.8295
H 2.0295 -4.0511 1.7248
H 1.0096 -3.6053 -0.4907
*
```

Model b:
ORCA calculation (ωB97M-V/def2-TZVPD) on a 2-piece molecular cluster, C8H12N4 overall.

Its structure (SMILES) is Cc1c[nH]cn1.Cc1c[nH]cn1. The LUMO energy comes out at 0.655 eV. The value obtained for the gap between HOMO and LUMO is 8.993 eV.

Geometry as ORCA input:
```
! wB97M-V def2-TZVPD RIJCOSX def2/J DEFGRID3
* xyz 0 1
C -2.7848 0.3431 -3.2152
C -1.4092 -0.1155 -2.7266
C -0.1687 0.0485 -3.3141
N 0.7777 -0.5727 -2.4945
C 0.0117 -0.9245 -1.4172
N -1.2642 -0.8025 -1.5227
H -2.8728 1.4392 -3.0318
H -3.5346 -0.2569 -2.6453
H -2.7967 0.0171 -4.3084
H -0.1208 0.6583 -4.2675
H 1.6863 -0.2919 -2.3220
H 0.5367 -1.1743 -0.4419
C -1.2698 0.8124 2.4874
C 0.1980 0.5242 2.5528
C 0.7405 -0.7786 2.2943
N 2.0668 -0.6360 2.2965
C 2.3698 0.6820 2.6792
N 1.2496 1.3662 2.7195
H -1.5984 -0.0912 1.8112
H -1.6638 1.7622 1.9216
H -1.8663 0.6723 3.4228
H 0.1093 -1.5806 2.1279
H 2.7452 -1.2372 2.1034
H 3.4408 1.0484 2.5948
*
```

Model c:
ORCA calculation (ωB97M-V/def2-TZVPD) on a 2-piece molecular cluster, C8H12N4 overall.

Its structure (SMILES) is Cc1c[nH]cn1.Cc1c[nH]cn1. The LUMO energy comes out at 0.680 eV. The value obtained for the gap between HOMO and LUMO is 8.727 eV.

Geometry as ORCA input:
```
! wB97M-V def2-TZVPD RIJCOSX def2/J DEFGRID3
* xyz 0 1
C -3.0793 1.0455 -1.9331
C -2.3498 -0.0717 -1.2344
C -1.3383 -0.2405 -0.2586
N -1.2884 -1.6036 0.0032
C -2.1478 -2.1759 -0.9690
N -2.7161 -1.3362 -1.7419
H -3.5989 1.5583 -1.1126
H -3.9866 0.6601 -2.4205
H -2.5758 1.7833 -2.5404
H -0.7185 0.4469 0.1461
H -0.5003 -2.0647 0.3924
H -2.4292 -3.1121 -0.9538
C 2.0663 2.3187 1.2779
C 2.0586 0.8698 0.9525
C 2.2631 -0.2266 1.8863
N 2.1847 -1.4416 1.1786
C 2.0560 -1.0696 -0.1353
N 1.9912 0.2144 -0.2960
H 1.1333 2.9100 0.9543
H 2.6862 3.0290 0.7872
H 2.2822 2.4506 2.4107
H 2.6610 -0.1236 2.9930
H 2.7678 -2.1976 1.4502
H 2.5785 -1.6227 -0.8369
*
```

Tell me which of them is the most stable. Sure, it is model a.

Model a:
ORCA calculation (ωB97M-V/def2-TZVPD) on the molecule C20H33N3O3.

Its structure (SMILES) is CC(C)(C)NC[C@H](O)COc1ccc(NC(=O)NC2CCCCC2)cc1. The LUMO energy comes out at 0.480 eV. The value obtained for the gap between HOMO and LUMO is 8.583 eV.

Geometry as ORCA input:
```
! wB97M-V def2-TZVPD RIJCOSX def2/J DEFGRID3
* xyz 0 1
C -0.5637 -3.6050 -2.5642
C 0.8728 -4.0536 -2.8459
C 1.4853 -4.6695 -1.5750
C 0.8641 -5.1071 -3.9588
N 1.6377 -2.9248 -3.3656
C 1.7432 -1.7367 -2.5501
C 2.7286 -0.7692 -3.2124
O 4.0331 -1.3032 -3.2353
C 2.7408 0.6174 -2.5340
O 1.5398 1.3248 -2.7237
C 0.4854 1.1806 -1.8677
C 0.5366 0.6733 -0.5742
C -0.6047 0.6225 0.2075
C -1.8234 1.0950 -0.2711
N -2.9929 1.0473 0.4881
C -3.1843 1.2453 1.8436
O -4.2655 1.0190 2.3469
N -2.1027 1.6986 2.5251
C -2.1862 2.0719 3.9212
C -0.9685 1.5433 4.6848
C 0.3111 2.2797 4.2936
C 0.1529 3.7819 4.5081
C -1.0288 4.3159 3.7042
C -2.3137 3.5903 4.0958
C -1.8751 1.5886 -1.5760
C -0.7430 1.6303 -2.3577
H -1.1912 -4.4708 -2.3705
H -0.6105 -2.9501 -1.6975
H -0.9565 -3.0723 -3.4259
H 0.9385 -5.5653 -1.2937
H 2.5256 -4.9411 -1.7485
H 1.4404 -3.9722 -0.7411
H 0.4639 -4.6724 -4.8702
H 0.2525 -5.9592 -3.6748
H 1.8739 -5.4578 -4.1601
H 2.5699 -3.2334 -3.6260
H 2.0933 -1.9364 -1.5175
H 0.7597 -1.2660 -2.4927
H 2.4487 -0.6458 -4.2627
H 4.3043 -1.4981 -2.3295
H 3.5141 1.2219 -3.0184
H 3.0009 0.5163 -1.4734
H 1.4566 0.2961 -0.1556
H -0.5486 0.1816 1.1911
H -3.8559 0.9147 -0.0196
H -1.3331 2.0767 1.9970
H -3.0960 1.5901 4.2952
H -1.1470 1.6777 5.7530
H -0.8601 0.4740 4.4939
H 1.1427 1.9053 4.8945
H 0.5504 2.0839 3.2456
H 1.0686 4.2990 4.2134
H -0.0158 3.9782 5.5692
H -1.1467 5.3863 3.8844
H -0.8344 4.1851 2.6365
H -2.5405 3.7993 5.1428
H -3.1502 3.9492 3.4930
H -2.8170 1.9355 -1.9744
H -0.7794 2.0133 -3.3648
*
```

Model b:
ORCA calculation (ωB97M-V/def2-TZVPD) on a 3-piece molecular cluster, C20H33N3O3 overall.

Its structure (SMILES) is CN(C)C(=O)Cc1cccc2nccnc12.CCOCC.CCOCC. The LUMO energy comes out at -0.301 eV. The value obtained for the gap between HOMO and LUMO is 8.780 eV.

Geometry as ORCA input:
```
! wB97M-V def2-TZVPD RIJCOSX def2/J DEFGRID3
* xyz 0 1
C 3.1533 -3.6191 0.4334
N 2.8711 -2.5765 -0.5709
C 2.7195 -1.2435 0.0246
C 1.7991 -2.9248 -1.4508
O 2.0261 -3.6994 -2.3615
C 0.3688 -2.4010 -1.2761
C -0.5666 -3.3994 -0.5964
C -0.1888 -4.6707 -0.3726
C -1.0580 -5.5891 0.3003
C -2.2654 -5.1574 0.6974
C -2.7281 -3.8399 0.4571
N -3.9769 -3.5092 0.8859
C -4.2506 -2.2568 0.6275
C -3.3960 -1.3512 -0.0476
N -2.2066 -1.6768 -0.4842
C -1.8622 -2.9633 -0.1987
H 4.0080 -4.2139 0.0898
H 2.2909 -4.2442 0.6818
H 3.4965 -3.1238 1.3505
H 2.2835 -0.5113 -0.6588
H 3.7318 -0.8804 0.2589
H 2.1867 -1.2637 0.9924
H -0.0151 -2.2045 -2.2867
H 0.3216 -1.4398 -0.7536
H 0.7712 -5.0716 -0.6821
H -0.7515 -6.6124 0.4915
H -2.9216 -5.8407 1.2337
H -5.2198 -1.8804 0.9610
H -3.7486 -0.3316 -0.2027
C -0.5081 2.1789 1.0650
C -0.8263 0.9333 1.8727
O -0.5366 1.0543 3.2551
C -1.2285 2.0743 3.9514
C -2.7402 1.9238 3.9173
H 0.5440 2.4471 1.1768
H -0.7155 2.0099 0.0082
H -1.0988 3.0381 1.3866
H -0.2133 0.1091 1.5034
H -1.8696 0.6304 1.7300
H -0.9267 3.0598 3.5793
H -0.8880 2.0175 4.9862
H -3.1344 1.9808 2.9016
H -3.2116 2.7138 4.5036
H -3.0359 0.9579 4.3307
C 0.7994 3.5737 -4.1285
C 0.3161 4.2430 -2.8529
O 0.7726 3.6143 -1.6683
C 2.1766 3.5545 -1.4898
C 2.8488 4.9160 -1.4471
H 0.4929 2.5262 -4.1488
H 0.3838 4.0784 -5.0015
H 1.8865 3.5979 -4.2161
H -0.7730 4.1964 -2.8184
H 0.5814 5.3058 -2.8461
H 2.6301 2.9197 -2.2594
H 2.3380 3.0479 -0.5368
H 2.7235 5.4641 -2.3818
H 3.9186 4.8032 -1.2668
H 2.4223 5.5261 -0.6489
*
```

Tell me which of them is the most stable. Sure, it is model a.

Model a:
ORCA calculation (ωB97M-V/def2-TZVPD) on a 2-piece molecular cluster, C3H10NO3 overall.

The LUMO energy comes out at -3.251 eV. The value obtained for the gap between HOMO and LUMO is 11.492 eV.

Geometry as ORCA input:
```
! wB97M-V def2-TZVPD RIJCOSX def2/J DEFGRID3
* xyz 1 1
C -0.9011 0.5860 0.5717
C -1.6471 -0.5203 -0.2664
C -0.4368 -1.3824 -0.7071
O -0.5536 -2.5980 -0.1815
O 0.5164 -0.9548 -1.3016
N -0.0297 1.5360 -0.2985
H -1.5780 1.1588 1.1950
H -0.1434 0.1962 1.2452
H -2.1813 -0.2532 -1.1742
H -2.2254 -1.0898 0.4518
H 0.2644 -3.1163 -0.3064
H 0.0082 1.2863 -1.2835
H 0.8980 1.5983 0.1696
H -0.4164 2.4597 -0.0598
H 2.7515 -0.3935 0.7988
H 3.2153 1.0241 0.6810
O 2.4591 0.4628 0.4661
*
```

Model b:
ORCA calculation (ωB97M-V/def2-TZVPD) on a 2-piece molecular cluster, C3H10NO3 overall.

The LUMO energy comes out at -3.627 eV. The value obtained for the gap between HOMO and LUMO is 11.165 eV.

Geometry as ORCA input:
```
! wB97M-V def2-TZVPD RIJCOSX def2/J DEFGRID3
* xyz 1 1
O 2.1125 0.7201 -0.2086
C 1.3517 0.2956 -1.0473
C -0.0214 -0.2591 -0.4928
C -1.2630 0.5507 -1.0740
O -1.4112 0.2934 -2.4149
N 0.0468 0.0121 0.9692
H 1.4760 0.3411 -2.1696
H -0.0925 -1.2849 -0.9269
H -1.2698 1.6616 -0.8680
H -2.1333 0.1326 -0.4338
H -2.0560 -0.4889 -2.4443
H -0.7255 0.4494 1.4979
H 0.2169 -0.8578 1.4606
H 0.9802 0.6284 1.0375
H -0.9586 -1.7934 3.0046
H 0.2034 -1.4300 3.9947
O -0.2882 -1.1386 3.2058
*
```

Tell me which of them is the most stable. Sure, it is model a.

Model a:
ORCA calculation (ωB97M-V/def2-TZVPD) on a 2-piece molecular cluster, C3H10NO3 overall.

The LUMO energy comes out at -3.675 eV. The value obtained for the gap between HOMO and LUMO is 10.035 eV.

Geometry as ORCA input:
```
! wB97M-V def2-TZVPD RIJCOSX def2/J DEFGRID3
* xyz 1 1
O 0.5082 -2.2345 -1.2021
C -0.0535 -2.1357 -0.1454
O -0.1879 -3.1249 0.7111
C -1.0214 -0.9635 0.1945
C -0.4711 0.1870 1.0350
N -1.3430 -0.4691 -1.1946
H 0.1566 -4.0030 0.6054
H -1.9527 -1.4169 0.5283
H -0.2324 -0.1880 2.0205
H 0.4481 0.5234 0.5616
H -1.0942 1.0677 1.0536
H -1.9004 0.3920 -1.2077
H -1.8798 -1.1393 -1.7511
H -0.4973 -0.1995 -1.7069
H 3.1849 5.1765 0.6951
H 3.4562 3.8728 -0.1401
O 2.8796 4.6550 -0.0573
*
```

Model b:
ORCA calculation (ωB97M-V/def2-TZVPD) on a 2-piece molecular cluster, C3H10NO3 overall.

The LUMO energy comes out at -3.059 eV. The value obtained for the gap between HOMO and LUMO is 12.370 eV.

Geometry as ORCA input:
```
! wB97M-V def2-TZVPD RIJCOSX def2/J DEFGRID3
* xyz 1 1
O 0.8734 -2.8765 -0.8833
C 1.1568 -1.6549 -0.4758
C -0.0193 -0.9742 0.1716
N 0.2775 0.4726 0.2576
C -0.1590 1.0839 1.5479
O 2.2169 -1.0979 -0.5636
H 1.6497 -3.2956 -1.3154
H -0.1620 -1.4300 1.1499
H -0.9373 -1.2262 -0.3481
H 1.2967 0.5068 0.1392
H -0.2231 0.9395 -0.5203
H -0.0291 2.1630 1.5154
H 0.4915 0.7224 2.3337
H -1.1455 0.7202 1.8036
H -1.6622 2.7634 -1.4926
H -2.1514 1.3632 -1.9186
O -1.4736 1.8205 -1.4011
*
```

Model c:
ORCA calculation (ωB97M-V/def2-TZVPD) on a 2-piece molecular cluster, C3H10NO3 overall.

The LUMO energy comes out at -3.643 eV. The value obtained for the gap between HOMO and LUMO is 11.378 eV.

Geometry as ORCA input:
```
! wB97M-V def2-TZVPD RIJCOSX def2/J DEFGRID3
* xyz 1 1
O 1.2479 1.3500 0.8999
C 0.7116 1.4820 -0.1749
C 0.5273 0.2382 -1.0239
C -0.9227 0.0660 -1.5037
O -1.7930 -0.2825 -0.4675
N 0.9899 -0.8952 -0.1718
H 0.4047 2.4815 -0.4772
H 1.2219 0.3044 -1.8521
H -0.9354 -0.6993 -2.2810
H -1.2382 0.9452 -2.0674
H -2.2536 0.5058 -0.1427
H 1.5668 -0.4177 0.5273
H 0.2526 -1.2318 0.5494
H 1.2541 -1.6733 -0.7705
H -0.3466 -0.7644 2.6663
H -1.3354 -1.8481 2.1817
O -0.5419 -1.3624 1.9365
*
```

Tell me which of them is the most stable. Sure, it is model b.